No. 1
Below is C22H45CoN2P3S as an isolated structure, with properties calculated with ωB97M-V with the def2-TZVPD basis set.

```
74
Properties=species:S:1:pos:R:3:forces:R:3:mulliken_spin:R:1
Co 1.456 -0.596 0.369 -2.40 1.30 -0.27 2.51
S -0.718 0.379 0.196 -0.30 -1.13 -0.15 0.09
P 1.701 -0.677 2.437 0.45 -0.26 4.14 0.03
P 2.123 -2.270 -0.597 1.20 -3.16 -1.53 0.05
P 2.540 1.097 -0.128 2.57 3.79 -0.94 0.08
N -1.500 3.220 -0.510 0.33 0.08 -0.11 -0.05
N -0.543 3.631 0.363 -1.04 -0.17 -1.14 0.51
C 1.117 -2.199 3.260 -0.01 0.09 -0.14 0.01
C -2.253 -0.434 -3.518 -0.37 -0.08 0.19 0.00
C -5.062 -3.881 -1.399 -0.60 -0.74 -0.35 0.00
C 2.413 2.598 0.938 -0.08 0.01 0.27 0.04
C -2.750 3.229 0.018 0.52 -0.84 -2.35 0.22
C -3.513 -0.910 -3.148 0.09 0.07 -0.09 0.00
C -1.352 -0.025 -2.531 0.26 0.25 0.39 0.00
C -1.738 -0.142 -1.191 -0.17 -0.11 -0.58 0.02
C -3.887 -1.009 -1.808 0.25 -0.16 0.03 0.00
C 3.611 -3.123 0.033 -0.37 0.51 -0.05 0.01
C 2.142 1.883 -1.725 -0.08 -0.26 -0.33 0.02
C -2.595 3.704 1.318 1.35 0.78 1.80 0.25
C 3.432 -0.545 3.038 -0.04 -0.08 -0.19 0.02
C -3.901 2.748 -0.764 -0.82 0.39 0.82 0.05
C -2.971 -0.691 -0.824 0.06 0.54 0.43 0.00
C 2.511 -1.909 -2.328 -0.11 0.09 -0.21 0.02
C -1.210 3.951 1.488 -2.22 0.06 0.93 -0.05
C 4.352 0.839 -0.236 -0.12 -0.10 0.04 0.02
C -0.570 4.503 2.701 0.01 0.19 0.34 0.01
C -5.101 -3.509 -2.676 -0.77 -0.66 -0.10 0.00
C 0.872 -3.581 -0.628 -0.10 0.12 -0.03 0.02
C 0.848 0.621 3.421 -0.20 0.15 0.07 0.02
H -4.210 -1.266 -3.900 0.19 0.25 -0.01 0.00
H -5.489 -3.259 -0.614 0.09 -0.08 -0.08 0.00
H 1.247 -4.353 -1.309 -0.32 -0.11 0.18 0.01
H 4.092 -1.187 2.442 -0.08 0.12 0.18 0.00
H 3.801 0.488 3.001 -0.12 -0.26 -0.03 0.00
H 1.165 -2.041 4.343 -0.01 -0.16 -0.16 0.01
H -0.091 -3.184 -0.979 0.25 -0.21 -0.06 -0.01
H 1.761 -3.042 2.987 -0.16 0.07 0.05 0.00
H 0.088 3.770 3.178 -0.03 0.11 -0.08 0.00
H 1.257 2.525 -1.613 0.27 -0.21 -0.05 0.00
H -3.390 3.852 2.038 0.15 0.02 -0.06 0.00
H -1.258 2.955 -1.454 0.06 0.08 -0.01 0.00
H 3.243 3.286 0.692 -0.34 -0.34 0.05 0.01
H -5.668 -2.628 -2.985 0.48 -0.02 0.10 0.00
H 4.756 0.525 0.734 -0.05 0.05 -0.23 0.00
H 0.082 -2.412 2.973 0.15 -0.07 0.09 0.00
H 2.792 -2.867 -2.784 0.02 0.35 -0.21 0.01
H 3.455 -0.894 4.078 0.03 0.11 -0.17 0.00
H 3.358 -3.714 0.907 -0.03 -0.16 0.08 0.00
H -1.997 -0.397 -4.573 0.09 0.07 0.20 0.00
H 1.622 -1.494 -2.828 0.25 -0.24 0.05 -0.01
H 4.395 -2.422 0.303 0.16 0.08 -0.07 0.00
H -0.358 0.375 -2.783 -0.54 -0.20 0.03 -0.01
H 0.015 5.394 2.458 0.01 -0.10 0.03 0.00
H 4.828 1.782 -0.533 -0.07 -0.23 0.07 0.01
H -4.849 -1.417 -1.518 0.24 0.32 -0.14 0.00
H -0.180 0.778 3.063 0.25 -0.09 0.15 0.00
H 1.945 1.115 -2.484 0.10 0.31 0.03 -0.01
H 1.378 1.581 3.392 -0.15 -0.37 -0.03 0.00
H -1.349 4.789 3.422 0.33 -0.09 -0.21 0.00
H 4.576 0.073 -0.985 0.07 0.13 0.14 0.00
H -3.834 1.671 -0.997 0.25 0.29 0.00 0.02
H 0.808 0.292 4.470 0.00 0.08 -0.29 0.01
H -4.796 -4.163 -3.497 -0.02 0.11 0.38 0.00
H 2.468 2.354 2.010 0.12 0.17 -0.51 0.00
H -0.711 -0.916 0.617 -0.16 0.30 0.55 0.02
H 2.996 2.501 -2.041 -0.32 -0.14 0.03 0.00
H 3.957 -3.761 -0.772 0.19 -0.26 -0.01 0.00
H -3.206 -0.822 0.242 -0.03 0.09 -0.53 0.00
H 3.327 -1.174 -2.415 -0.22 -0.43 0.01 0.00
H -4.846 -4.921 -1.119 0.45 0.62 -0.05 0.00
H 1.455 3.109 0.724 0.74 -0.40 0.20 0.00
H -4.796 2.891 -0.139 0.14 -0.06 -0.44 0.00
H 0.738 -3.979 0.387 0.07 -0.04 -0.31 -0.01
H -4.031 3.302 -1.710 0.20 -0.15 0.26 0.03
```
Forces are in eV/Å.

Calculated values
LUMO level (spin up / spin down) = -8.20 / -12.62 eV
HOMO-LUMO gap (spin up / spin down) = 7.7767 / 3.3512 eV
2S+1 = 5
Charge = +3
ΔE to the lowest compared entry with this formula, charge and spin = 0.0 kcal/mol
Electronic energy = -102824.466 eV
HOMO energy (spin up / spin down) = -15.98 / -15.98 eV

No. 2
Below is C22H45N2P3PtSe2 as an isolated structure, with properties calculated with ωB97M-V with the def2-TZVPD basis set.

```
75
Properties=species:S:1:pos:R:3:forces:R:3:mulliken_spin:R:1
Pt 0.498 -0.066 -0.106 -0.20 -1.15 0.27 0.95
Se 2.850 -0.464 -0.153 0.49 -0.05 -0.28 0.93
Se -4.297 0.780 -0.544 -0.11 0.70 1.71 0.08
P 0.169 -0.424 2.261 -0.69 0.60 0.86 0.28
P -0.005 0.706 -2.275 -1.06 1.10 -1.13 0.27
P -0.277 -2.276 -0.593 -1.85 -1.36 -0.55 0.21
N 3.900 -2.452 -2.062 0.16 0.00 1.10 0.02
N 3.749 -3.256 -0.023 0.81 0.81 -0.87 0.02
C 0.209 -3.698 0.451 0.27 0.27 -0.06 0.06
C -2.155 -2.477 -0.550 0.33 0.31 0.01 0.07
C 3.652 -3.338 1.434 0.11 -0.33 0.66 0.01
C -5.264 2.710 1.514 -1.30 1.51 0.73 0.09
C 4.454 -4.177 -0.794 -0.85 0.48 0.31 0.03
C -2.975 2.980 0.850 1.30 0.65 0.37 -0.15
C -1.516 0.034 -3.057 -0.39 -0.22 0.17 0.00
C 1.295 0.399 -3.480 0.61 -0.07 -0.21 0.01
C -5.212 3.950 2.183 -0.87 -0.94 -0.23 0.05
C -4.155 2.235 0.795 0.40 -0.09 -1.16 0.28
C 0.099 -2.970 -2.256 0.23 0.24 0.24 0.05
C -2.915 4.211 1.511 1.31 -1.22 -0.97 0.21
C -0.066 1.126 3.220 0.26 0.03 -0.42 0.02
C 3.899 -1.532 -3.203 0.10 0.14 -0.62 0.01
C -1.406 -1.299 2.580 -0.17 -0.32 0.06 0.01
C -4.036 4.707 2.212 -0.69 0.02 0.36 0.23
C -0.493 6.723 1.533 0.49 -0.52 -0.22 0.00
C 0.401 5.692 1.388 -0.95 0.98 0.85 0.00
C 1.521 -1.333 3.092 0.03 0.14 0.03 0.02
C 3.453 -2.162 -0.800 0.62 -1.76 -0.49 -0.02
C -0.299 2.509 -2.326 0.27 -0.05 0.31 0.03
C 4.515 -3.700 -2.058 -0.27 0.94 0.12 0.02
H 2.262 0.559 -2.993 -0.23 0.14 -0.23 0.01
H -1.048 2.782 -1.578 0.05 -0.04 -0.11 0.00
H -6.161 2.109 1.446 -0.27 0.26 0.35 0.00
H -2.360 -3.560 -0.755 0.09 0.93 0.15 0.01
H -0.930 1.671 2.805 0.32 -0.18 0.18 0.00
H 5.007 -4.098 -2.928 -0.07 -0.03 -0.13 0.00
H -2.632 -1.838 -1.331 0.34 -0.62 0.62 -0.01
H -1.369 -2.344 2.244 -0.02 0.41 0.23 0.00
H -2.112 2.577 0.306 -0.24 0.50 0.30 0.11
H 1.262 -0.640 -3.829 -0.17 0.27 0.09 0.00
H -4.028 5.639 2.807 0.26 -0.54 -0.51 -0.01
H -0.241 0.903 4.286 0.09 -0.01 -0.41 0.01
H -6.064 4.400 2.699 -0.01 -0.65 -0.23 0.01
H 1.297 -3.663 0.556 -0.34 -0.32 -0.10 -0.01
H -3.436 -0.037 0.353 -0.02 0.16 -0.44 0.02
H 0.548 5.023 0.500 -0.70 0.90 0.66 0.00
H 2.659 -3.690 1.741 0.44 0.27 -0.03 0.00
H -0.247 -3.681 1.451 0.16 -0.11 -0.44 0.00
H -0.640 2.860 -3.309 0.14 -0.28 0.14 0.01
H 1.232 1.062 -4.358 -0.21 -0.17 0.34 0.00
H -0.320 -3.994 -2.257 0.32 0.44 -0.20 0.01
H 1.057 5.421 2.227 -0.01 0.48 -0.43 0.00
H 1.190 -2.981 -2.386 -0.29 -0.27 -0.05 -0.01
H -2.403 0.370 -2.505 0.30 0.05 -0.10 0.00
H 4.717 -1.785 -3.889 -0.11 -0.08 0.37 0.00
H 1.404 -2.422 2.976 0.01 0.49 0.08 0.00
H 4.835 -5.093 -0.388 0.04 -0.16 0.16 0.00
H 4.087 -0.501 -2.851 -0.24 -0.54 -0.18 -0.01
H -1.544 -1.058 -3.073 0.02 0.34 -0.02 0.00
H 0.834 1.747 3.107 -0.30 -0.08 0.16 0.00
H -1.650 -1.303 3.656 0.26 0.08 -0.30 0.01
H -0.339 -2.385 -3.074 0.19 -0.36 0.33 0.00
H -2.243 -0.812 2.053 0.41 0.00 0.24 -0.01
H 3.930 -2.395 1.922 -0.22 -0.18 -0.37 -0.01
H -1.984 4.786 1.483 -0.28 -0.13 0.00 0.06
H 1.535 -1.070 4.165 -0.07 -0.20 -0.42 0.00
H -1.274 6.918 0.786 0.58 -0.08 -0.22 0.00
H -0.101 -4.603 -0.104 0.19 0.31 0.45 0.00
H -0.581 7.516 2.345 0.65 -1.66 -0.65 0.00
H 2.465 -1.001 2.629 -0.38 -0.16 0.41 0.01
H 0.638 3.009 -2.063 -0.12 0.07 -0.08 0.00
H -2.550 -2.201 0.456 0.25 -0.36 -0.93 -0.01
H 2.964 -1.636 -3.782 0.53 0.15 0.46 0.00
H -1.632 0.372 -4.097 0.32 0.12 0.27 0.00
H 4.373 -4.071 1.806 -0.05 0.01 -0.27 0.00
```
Forces are in eV/Å.

Calculated values
LUMO level (spin up / spin down) = -10.42 / -14.58 eV
HOMO-LUMO gap (spin up / spin down) = 7.8634 / 3.6865 eV
2S+1 = 5
Charge = +4
ΔE to the lowest compared entry with this formula, charge and spin = 52.4 kcal/mol
Electronic energy = -188287.926 eV
HOMO energy (spin up / spin down) = -18.29 / -18.26 eV

No. 3
Below is a 3-piece molecular cluster, C22H45N4O8P4 overall, with properties calculated with ωB97M-V with the def2-TZVPD basis set.

```
83
Properties=species:S:1:pos:R:3:forces:R:3:mulliken_charge:R:1
P -1.182 0.707 -3.411 -1.54 -1.72 -3.59 0.83
P 2.106 0.988 2.412 -0.55 -1.21 3.13 0.03
P -0.160 -1.521 1.002 -2.20 0.36 1.77 0.37
P -0.098 2.438 -2.681 -0.15 0.73 0.20 -0.32
O -2.407 0.187 -2.419 2.24 -0.17 -0.50 -0.42
O -0.105 -0.524 -3.847 -1.48 0.75 1.53 -0.45
O 2.124 -0.777 -6.828 0.18 -0.12 0.04 -0.51
O -1.478 -2.562 0.849 2.09 1.17 -0.51 -0.21
O 1.001 -2.323 1.856 -2.13 0.36 -1.82 -0.08
O -1.822 1.134 -4.697 1.08 0.19 1.64 -0.65
O -0.697 -0.304 1.698 1.37 -0.94 -1.18 -0.66
O -0.976 -6.416 1.891 0.14 0.03 -0.09 -0.45
N 1.279 1.778 1.045 -0.90 1.78 -4.18 0.30
N 0.414 2.311 -0.998 -0.11 0.12 0.32 0.27
N -2.053 4.619 -0.066 0.61 0.14 -0.19 -0.51
N 1.119 6.230 3.175 -0.87 -1.94 -0.34 -0.68
C -0.499 3.694 3.281 1.87 3.72 0.62 -0.07
C -0.317 -3.821 3.436 0.55 0.71 -0.33 -0.88
C 0.645 -3.700 2.171 0.34 -2.24 1.56 -0.38
C 1.067 1.345 -0.265 0.76 -0.29 0.80 0.04
C 1.487 -0.020 -0.873 -0.66 0.28 -0.76 -0.84
C 0.493 0.712 -7.804 -0.04 0.10 -0.03 -0.65
C -0.658 4.766 -0.579 -0.88 -0.62 -0.26 -0.96
C 0.095 3.462 -0.197 2.49 -2.51 2.83 0.29
C 3.880 3.154 2.231 0.67 0.38 0.08 -0.78
C 1.242 5.299 2.189 -1.61 -1.28 1.35 -0.06
C -2.577 -1.921 0.173 -2.03 0.05 -0.50 0.02
C -0.602 4.737 4.335 1.28 -1.10 -2.71 -0.57
C 3.498 -0.133 1.855 1.39 0.80 -0.85 -1.17
C 0.254 5.908 4.169 -1.09 -0.31 1.21 -0.28
C 1.188 -0.632 -7.894 -0.18 0.19 0.32 -0.24
C -3.929 -1.980 1.028 0.42 0.39 -0.97 -1.20
C -2.100 -6.482 1.017 0.01 -0.41 0.06 0.12
C 3.016 2.387 3.326 1.31 0.37 -2.01 -0.48
C 0.418 -1.181 -0.731 0.77 -0.98 0.27 -0.26
C 0.658 3.046 1.069 -1.54 3.40 -0.64 -0.20
C -3.093 -7.518 1.509 -0.10 0.01 0.03 -1.21
C 0.476 4.061 2.235 -0.11 -1.47 0.33 0.25
H -2.551 5.505 -0.167 0.10 -0.38 -0.04 0.27
H 1.734 -0.720 -8.833 0.11 -0.08 0.15 0.30
H 0.283 -4.301 1.296 0.12 0.98 0.66 0.26
H 0.346 -3.870 4.337 -0.71 0.05 -0.63 0.35
H 1.125 2.420 -3.439 -0.48 -0.73 0.44 0.14
H -0.038 0.810 -6.853 -0.12 -0.05 -0.08 0.03
H -3.713 -2.387 2.046 -0.37 0.37 -0.88 0.25
H -2.417 -0.843 -0.074 0.37 -0.96 0.37 0.18
H -2.786 -0.600 -2.872 -0.11 0.58 0.36 0.36
H -0.939 -2.885 3.528 0.46 -1.09 -0.13 0.25
H -2.629 -8.506 1.557 -0.04 0.01 -0.12 0.33
H 4.437 2.435 1.559 -0.63 0.60 0.83 0.29
H 0.183 6.665 4.998 0.15 -0.73 -1.02 0.37
H 2.471 -0.410 -0.521 -0.89 0.68 0.00 0.24
H -0.565 -7.289 1.905 -0.07 0.10 0.03 0.25
H 1.222 1.524 -7.848 0.01 -0.08 -0.10 0.26
H -0.228 5.689 -0.117 -0.02 -1.10 -0.24 0.37
H -4.349 -0.933 1.069 0.49 -1.13 0.34 0.34
H -2.561 -5.493 0.990 0.19 0.04 0.09 0.07
H -2.544 3.896 -0.593 0.06 0.36 0.14 0.20
H -0.682 4.922 -1.692 0.52 -0.25 0.93 0.48
H -0.223 0.838 -8.619 -0.02 0.03 0.07 0.33
H -0.633 -1.233 -4.271 0.42 0.38 0.00 0.35
H 3.913 0.139 0.838 -0.34 -0.44 1.08 0.42
H 3.276 3.805 1.551 0.38 -0.63 0.69 0.07
H -1.087 2.751 3.286 0.64 0.82 -0.15 0.46
H -3.961 -7.571 0.849 0.03 -0.06 0.03 0.36
H 1.956 5.478 1.355 -0.68 -0.02 0.75 0.45
H -3.432 -7.274 2.518 -0.01 0.06 -0.08 0.30
H -1.305 4.599 5.193 0.90 0.40 -0.86 0.36
H -4.696 -2.581 0.463 0.82 0.32 0.88 0.31
H -0.493 -1.072 -1.366 0.77 0.20 0.69 0.12
H 0.462 -1.450 -7.839 -0.05 0.02 -0.19 0.22
H 2.316 3.048 3.890 0.56 -0.65 -0.52 0.38
H -0.947 -4.747 3.391 0.64 1.03 -0.10 0.23
H -2.759 -2.464 -0.804 0.40 0.43 1.00 0.21
H 4.357 0.058 2.568 -1.01 -0.06 -0.62 0.44
H 0.931 -2.125 -1.088 -0.56 0.97 0.30 0.54
H -1.749 -6.727 0.009 -0.14 0.06 -0.08 0.29
H 1.634 -0.708 -6.000 0.06 0.03 -0.12 0.26
H 1.605 -4.200 2.495 -0.83 0.75 -0.62 0.43
H 3.273 -1.224 1.922 -0.31 1.07 -0.18 0.25
H 1.608 0.157 -1.984 -0.05 -0.19 1.16 0.50
H 4.679 3.811 2.681 -0.93 -0.60 -0.30 0.35
H 3.769 1.915 4.023 -1.18 0.14 -0.59 0.47
```
Forces are in eV/Å.

Calculated values
LUMO level = -2.99 eV
HOMO-LUMO gap = 8.0846 eV
2S+1 = 1
Charge = +1
Electronic energy = -83033.706 eV
HOMO energy = -11.07 eV

Q: Among the records above, which one has the highest electronic energy?
A: C22H45N4O8P4

Q: The lowest charge belongs to which entry?
A: C22H45N4O8P4

Q: Look up the charge of the first one.
A: +3

Q: Number 2 is which compound?
A: C22H45N2P3PtSe2